Version w
Entry from the OMol25 dataset: a structure of composition C36H46F5NO3ReS2Si3 (ωB97M-V with the def2-TZVPD basis set).

Structure (ORCA input):
```
! wB97M-V def2-TZVPD RIJCOSX def2/J DEFGRID3
* xyz 2 2
Re 0.21 0.07 -0.56
C 3.58 0.36 -2.72
Si 3.33 0.92 -0.95
C 4.98 0.95 -0.07
C 2.79 2.70 -1.08
C 2.06 -0.19 0.11
Si 2.26 0.12 2.02
C 2.16 1.95 2.37
C 0.89 -0.73 2.98
C 3.85 -0.63 2.67
Si 2.55 -2.01 -0.29
C 1.89 -3.29 0.90
C 4.35 -2.42 -0.52
C 1.67 -2.14 -1.97
C 1.92 -3.09 -2.94
C 1.35 -2.97 -4.20
C 0.56 -1.86 -4.46
C 0.33 -0.95 -3.46
N 0.85 -1.08 -2.23
H 4.42 0.96 -3.09
H 2.72 0.60 -3.34
H 3.84 -0.69 -2.88
H 5.65 1.53 -0.72
H 5.45 -0.02 0.09
H 4.93 1.47 0.88
H 3.70 3.28 -1.26
H 2.31 3.10 -0.20
H 2.14 2.86 -1.94
H 2.12 2.14 3.44
H 1.25 2.37 1.93
H 3.00 2.52 1.97
H 0.55 -1.67 2.54
H 0.04 -0.07 3.10
H 1.28 -0.97 3.98
H 4.76 -0.27 2.21
H 3.84 -1.72 2.60
H 3.89 -0.39 3.73
H 2.41 -3.23 1.86
H 2.10 -4.28 0.48
H 0.82 -3.23 1.09
H 4.90 -2.32 0.42
H 4.87 -1.84 -1.28
H 4.41 -3.48 -0.81
H 2.57 -3.92 -2.71
H 1.54 -3.71 -4.97
H 0.13 -1.70 -5.44
H -0.26 -0.07 -3.64
O -0.96 0.91 1.07
S -1.42 2.41 1.10
C -3.14 2.35 0.56
C -4.00 1.25 1.17
C -3.70 -0.15 0.58
C -2.98 -1.03 1.58
S -1.68 -2.11 0.95
O -1.06 -1.45 -0.35
C -2.57 -3.44 0.23
C -2.52 -4.65 0.90
C -3.25 -5.72 0.40
C -3.99 -5.57 -0.76
C -4.01 -4.35 -1.44
C -3.30 -3.27 -0.94
C -1.59 2.83 2.82
C -1.41 4.18 3.10
C -1.57 4.63 4.40
C -1.87 3.72 5.41
C -2.02 2.37 5.12
C -1.88 1.92 3.82
H -3.08 2.26 -0.53
H -3.51 3.35 0.79
H -5.05 1.52 1.03
H -3.86 1.25 2.25
H -3.07 -0.04 -0.30
H -4.62 -0.63 0.24
H -3.64 -1.73 2.11
H -2.46 -0.44 2.32
H -1.93 -4.76 1.80
H -3.23 -6.67 0.91
H -4.55 -6.40 -1.16
H -4.59 -4.24 -2.34
H -3.30 -2.32 -1.46
H -1.15 4.87 2.30
H -1.43 5.67 4.63
H -1.97 4.07 6.43
H -2.24 1.67 5.92
H -1.98 0.86 3.61
F -2.54 3.75 -5.77
C -1.97 3.29 -4.67
C -0.98 4.03 -4.04
F -0.62 5.20 -4.52
C -0.36 3.55 -2.89
F 0.53 4.33 -2.27
C -0.69 2.31 -2.35
O -0.17 1.87 -1.19
C -1.73 1.62 -2.98
F -2.15 0.47 -2.41
C -2.36 2.08 -4.12
F -3.32 1.36 -4.68
*
```

Properties
⟨S²⟩ = 0.757


Version x
Entry from the OMol25 dataset: a structure of composition C36H46F5NO3ReS2Si3 (ωB97M-V with the def2-TZVPD basis set).

Structure (ORCA input):
```
! wB97M-V def2-TZVPD RIJCOSX def2/J DEFGRID3
* xyz 2 2
Re 0.24 0.04 -0.39
C 3.41 -0.66 -2.88
Si 3.38 0.49 -1.40
C 5.14 0.51 -0.76
C 2.98 2.19 -2.06
C 2.17 -0.05 0.11
Si 2.74 0.91 1.70
C 3.05 2.72 1.36
C 1.40 0.86 3.00
C 4.24 0.09 2.46
Si 2.41 -1.93 0.34
C 1.57 -2.54 1.90
C 4.09 -2.72 0.21
C 1.45 -2.48 -1.22
C 1.53 -3.70 -1.86
C 0.88 -3.89 -3.08
C 0.18 -2.83 -3.64
C 0.12 -1.64 -2.95
N 0.73 -1.47 -1.78
H 4.26 -0.32 -3.47
H 2.53 -0.58 -3.51
H 3.59 -1.72 -2.66
H 5.75 0.74 -1.64
H 5.49 -0.45 -0.38
H 5.35 1.27 -0.02
H 3.93 2.64 -2.38
H 2.52 2.87 -1.36
H 2.34 2.12 -2.95
H 3.19 3.19 2.33
H 2.18 3.19 0.89
H 3.93 2.95 0.75
H 0.80 -0.06 3.00
H 0.73 1.71 2.91
H 1.88 0.94 3.98
H 5.12 0.05 1.82
H 4.04 -0.91 2.83
H 4.51 0.69 3.33
H 2.09 -2.18 2.79
H 1.60 -3.63 1.93
H 0.53 -2.22 1.97
H 4.77 -2.38 0.99
H 4.56 -2.57 -0.75
H 3.95 -3.80 0.35
H 2.10 -4.50 -1.42
H 0.95 -4.84 -3.60
H -0.32 -2.93 -4.60
H -0.44 -0.79 -3.34
O -1.11 0.93 1.08
S -1.69 2.36 1.18
C -3.45 2.11 0.75
C -4.05 0.85 1.36
C -3.79 -0.42 0.54
C -3.31 -1.60 1.39
S -1.87 -2.49 0.75
O -1.07 -1.38 0.03
C -2.51 -3.46 -0.57
C -2.34 -4.84 -0.44
C -2.82 -5.67 -1.44
C -3.44 -5.12 -2.55
C -3.58 -3.74 -2.68
C -3.11 -2.90 -1.69
C -1.86 2.71 2.91
C -2.06 4.04 3.25
C -2.24 4.38 4.58
C -2.20 3.39 5.55
C -1.98 2.06 5.20
C -1.81 1.71 3.87
H -3.48 2.11 -0.34
H -3.94 3.02 1.10
H -5.12 1.01 1.48
H -3.67 0.74 2.38
H -3.02 -0.20 -0.20
H -4.68 -0.70 -0.01
H -4.06 -2.38 1.53
H -2.99 -1.28 2.38
H -1.86 -5.25 0.44
H -2.72 -6.74 -1.35
H -3.82 -5.77 -3.33
H -4.06 -3.32 -3.55
H -3.21 -1.82 -1.79
H -2.06 4.81 2.48
H -2.39 5.41 4.86
H -2.33 3.65 6.59
H -1.94 1.30 5.97
H -1.62 0.69 3.58
F -2.97 4.68 -4.38
C -2.19 4.00 -3.56
C -1.10 4.61 -2.96
F -0.85 5.88 -3.20
C -0.27 3.90 -2.10
F 0.75 4.51 -1.51
C -0.51 2.55 -1.83
O 0.28 1.90 -0.97
C -1.61 1.97 -2.43
F -1.91 0.68 -2.11
C -2.45 2.67 -3.28
F -3.51 2.05 -3.82
*
```

Properties
⟨S²⟩ = 0.836


Least stable of them? version x.